[1]
The following is a quantum chemistry calculation of one molecule with the formula C5H2Cl2, from the OMol25 dataset.

Element x y z (Å)
C -0.620 0.777 0.705
C 0.268 -1.143 -0.694
C -1.967 0.374 0.628
C -0.713 -2.139 -0.352
C 0.176 0.150 -0.182
Cl -3.332 1.054 -0.311
Cl -2.229 -1.546 0.229
H -0.417 1.643 1.273
H 1.185 -1.309 -1.238

orbital gap (spin up / spin down)	7.37 / 7.26	eV
E_tot	-1111.78649	a.u.
LUMO level (spin up / spin down)	-0.841 / -1.136	eV
energy relative to the best compared isomer or geometry (same formula, charge and spin)	108.4	kcal per mole
total charge	0

[2]
The following is a quantum chemistry calculation of a 4-piece molecular cluster, C11H25BBr6N2O4PS overall, from the OMol25 dataset.

Element x y z (Å)
C 2.933 -1.552 0.626
O 1.796 -1.807 -0.127
C 0.611 -1.454 0.609
B -0.709 -2.041 -0.131
O -0.814 -1.329 -1.476
N -0.510 -2.077 -2.582
O 0.518 -1.779 -3.083
P -0.524 -4.008 -0.199
S 0.706 -4.816 1.150
N -2.032 -1.744 0.611
C -2.027 -2.101 2.040
C -2.520 -0.445 0.385
C -3.977 -0.373 -0.022
O -1.907 0.561 0.511
H 2.826 -1.885 1.660
H 3.194 -0.488 0.655
H 3.798 -2.068 0.226
H 0.745 -1.839 1.623
H 0.563 -0.367 0.683
H -1.810 -4.543 0.056
H -0.153 -4.531 -1.455
H -2.976 -2.562 2.307
H -1.967 -1.198 2.652
H -1.187 -2.721 2.316
H -4.458 -1.325 0.153
H -4.468 0.347 0.620
H -4.080 -0.102 -1.064
Br -3.916 4.076 -1.145
C -2.825 3.346 -2.586
C -1.583 2.676 -2.065
Br -0.239 3.971 -1.516
H -2.608 4.169 -3.260
H -3.463 2.623 -3.089
H -1.111 2.088 -2.849
H -1.770 2.039 -1.203
Br 0.448 1.703 2.317
C -0.668 2.980 3.259
C -0.793 2.644 4.721
Br -2.008 1.150 5.017
H -1.625 2.995 2.746
H -0.176 3.943 3.135
H -1.227 3.478 5.271
H 0.156 2.369 5.170
Br 3.108 0.010 -2.167
C 4.851 0.813 -2.468
C 5.721 -0.053 -3.341
Br 6.434 -1.577 -2.360
H 5.290 0.997 -1.492
H 4.655 1.765 -2.960
H 6.594 0.499 -3.684
H 5.186 -0.454 -4.195

orbital gap	6.70	eV
E_tot	-17053.10265	a.u.
LUMO level	2.219	eV
total charge	-1

[3]
The following is a quantum chemistry calculation of C41H80NO21S9Sn as an isolated structure, from the OMol25 dataset.

Element x y z (Å)
Sn 1.068 0.085 -2.667
O -0.334 1.039 1.252
C 0.090 0.126 0.415
O 0.575 0.730 -0.641
O 0.153 -1.063 0.681
H -0.980 0.704 1.950
C 5.745 0.503 0.540
C 4.940 -0.225 1.653
C 3.646 -0.732 1.036
S 4.063 -1.296 -0.621
O 3.077 -0.820 -1.568
O 4.367 -2.762 -0.671
C 5.642 -0.347 -0.753
H 6.744 0.570 0.938
H 5.435 1.510 0.353
H 4.747 0.381 2.531
H 5.464 -1.181 1.911
H 2.918 0.027 0.864
H 3.231 -1.580 1.579
H 5.689 0.085 -1.737
H 6.330 -1.180 -0.767
C -2.309 -3.068 -8.013
C -2.727 -3.600 -6.596
C -2.404 -2.589 -5.504
S -1.375 -1.331 -6.270
O -0.147 -1.218 -5.548
O -2.212 -0.157 -6.534
C -1.150 -2.139 -7.807
H -3.131 -2.499 -8.509
H -2.059 -3.884 -8.662
H -2.183 -4.533 -6.326
H -3.808 -3.801 -6.642
H -1.904 -3.011 -4.639
H -3.221 -2.018 -5.081
H -0.152 -2.569 -7.716
H -0.948 -1.382 -8.561
C 1.161 2.143 4.230
C 2.295 1.405 3.502
C 3.101 2.419 2.620
S 2.555 4.058 3.167
O 1.480 4.549 2.351
O 3.772 4.789 3.315
C 1.789 3.448 4.692
H 0.791 1.547 5.122
H 0.328 2.361 3.511
H 1.930 0.586 2.944
H 2.964 0.933 4.267
H 2.996 2.294 1.549
H 4.197 2.581 2.800
H 1.071 4.132 5.120
H 2.511 3.101 5.380
C 2.847 -6.611 -2.017
C 3.642 -5.728 -2.960
C 2.626 -5.017 -3.853
S 1.241 -4.667 -2.801
O 0.130 -5.373 -3.392
O 1.201 -3.310 -2.436
C 1.810 -5.649 -1.326
H 3.517 -7.193 -1.379
H 2.328 -7.296 -2.656
H 4.342 -6.258 -3.567
H 4.207 -5.056 -2.317
H 2.205 -5.689 -4.628
H 2.950 -4.040 -4.132
H 0.916 -6.119 -0.930
H 2.229 -4.895 -0.643
C -2.335 -0.123 7.322
C -2.537 -1.604 6.922
C -2.001 -1.673 5.534
S -2.607 -0.242 4.680
O -3.922 -0.423 4.132
O -1.567 0.279 3.787
C -2.792 0.778 6.124
H -1.282 -0.001 7.576
H -2.981 0.125 8.164
H -3.591 -1.836 6.950
H -2.066 -2.341 7.559
H -2.428 -2.502 4.941
H -0.892 -1.721 5.478
H -3.848 1.036 6.224
H -2.206 1.674 6.000
C -3.162 3.757 -3.176
C -3.196 3.831 -4.707
C -2.111 2.902 -5.318
S -0.952 2.814 -3.915
O -0.133 4.011 -3.962
O -0.193 1.546 -3.930
C -2.137 2.783 -2.635
H -4.196 3.525 -2.834
H -2.988 4.740 -2.704
H -3.045 4.857 -5.058
H -4.154 3.494 -5.102
H -1.589 3.195 -6.209
H -2.308 1.808 -5.423
H -1.713 2.937 -1.662
H -2.495 1.708 -2.743
C -4.336 -1.889 0.538
C -2.841 -2.144 0.780
C -2.328 -2.900 -0.477
S -3.150 -2.073 -1.823
O -3.629 -3.057 -2.816
O -2.388 -0.954 -2.296
C -4.496 -1.342 -0.880
H -4.742 -1.196 1.294
H -4.820 -2.900 0.527
H -2.687 -2.730 1.680
H -2.296 -1.201 0.877
H -2.722 -3.969 -0.489
H -1.227 -2.767 -0.642
H -5.429 -1.702 -1.329
H -4.320 -0.291 -0.963
C -1.813 4.219 2.414
C -2.784 4.315 3.599
C -4.203 3.812 3.167
S -4.228 4.409 1.383
O -5.159 5.529 1.272
O -4.389 3.247 0.488
C -2.530 4.958 1.252
H -1.620 3.149 2.193
H -0.817 4.673 2.589
H -2.962 5.334 3.902
H -2.428 3.681 4.363
H -4.995 4.380 3.587
H -4.424 2.756 2.933
H -2.538 5.980 1.579
H -2.237 4.812 0.244
C 1.398 5.232 -1.959
C 2.742 5.370 -2.803
C 3.807 4.275 -2.340
S 2.833 3.014 -1.541
O 3.514 2.323 -0.475
O 2.318 2.114 -2.597
C 1.426 3.929 -1.112
H 0.514 5.270 -2.511
H 1.384 5.997 -1.204
H 3.168 6.354 -2.679
H 2.434 5.219 -3.889
H 4.540 4.656 -1.616
H 4.362 3.731 -3.120
H 1.596 4.204 -0.056
H 0.615 3.172 -1.105
C 1.895 -5.335 5.046
C 1.530 -5.039 3.637
C 1.930 -3.670 3.086
C 1.712 -2.613 4.088
N 1.615 -1.857 4.959
H 1.612 -6.333 5.311
H 1.294 -4.671 5.671
H 2.890 -5.067 5.346
H 0.453 -5.133 3.457
H 2.043 -5.765 2.987
H 1.326 -3.481 2.207
H 3.002 -3.588 2.848

orbital gap	10.13	eV
E_tot	-7042.75581	a.u.
LUMO level	-1.502	eV
total charge	+1